[1]
{
  "formula": "C14H16",
  "method": "ωB97M-V/def2-TZVPD",
  "total_charge": 1,
  "multiplicity": 2,
  "homo_energy_ev": [-11.07, -11.06],
  "s2": 0.766,
  "e_above_lowest_ev": 2.524,
  "homo_lumo_gap_ev": [6.78, 2.96],
  "lumo_ev": [-4.30, -8.11],
  "symbols": ["C", "C", "C", "C", "C", "C", "C", "H", "H", "H", "H", "H", "H", "H", "H", "C", "C", "C", "C", "C", "C", "C", "H", "H", "H", "H", "H", "H", "H", "H"],
  "positions_angstrom": [[4.613, -1.166, -2.227], [1.603, 1.196, -2.346], [0.676, 0.258, -2.743], [2.967, 0.840, -2.520], [3.187, -0.526, -2.576], [0.945, -1.132, -2.930], [2.185, -1.605, -2.797], [1.182, 2.093, -2.078], [-0.300, 0.698, -2.916], [3.826, 1.450, -2.318], [0.019, -1.742, -2.828], [4.550, -2.280, -2.087], [5.168, -0.663, -1.410], [2.372, -2.663, -2.598], [5.275, -0.981, -3.083], [-3.192, -0.569, 4.362], [-1.866, -0.046, 0.897], [-1.811, 1.317, 0.825], [-2.193, -0.765, 2.019], [-2.718, 0.060, 3.054], [-2.281, 2.189, 1.806], [-2.813, 1.464, 2.955], [-1.472, -0.508, 0.123], [-1.691, 1.782, -0.158], [-2.119, -1.834, 2.065], [-2.477, 3.310, 1.855], [-2.777, -0.187, 5.196], [-3.093, -1.606, 4.370], [-3.456, 2.021, 3.681], [-4.308, -0.402, 4.409]],
  "lowdin_spin": [0.047, 0.077, 0.303, 0.113, 0.272, 0.058, 0.074, 0.002, 0.013, 0.004, 0.002, 0.000, 0.008, 0.001, 0.023, 0.000, 0.001, 0.001, 0.000, 0.001, 0.000, 0.001, 0.000, 0.000, 0.000, 0.000, 0.000, 0.000, 0.000, 0.000]
}

[2]
{
  "formula": "C66H52NO7P2S2V",
  "method": "ωB97M-V/def2-TZVPD",
  "total_charge": 1,
  "multiplicity": 2,
  "homo_energy_ev": [-9.98, -9.42],
  "s2": 0.874,
  "e_above_lowest_ev": 2.354,
  "homo_lumo_gap_ev": [7.94, 7.41],
  "lumo_ev": [-2.04, -2.01],
  "symbols": ["V", "C", "C", "C", "C", "C", "C", "C", "S", "O", "C", "C", "C", "C", "C", "C", "C", "C", "C", "C", "C", "C", "C", "C", "C", "C", "C", "C", "C", "C", "S", "O", "C", "C", "C", "C", "C", "C", "C", "H", "H", "H", "H", "H", "H", "H", "H", "H", "H", "H", "H", "H", "H", "H", "H", "H", "H", "H", "H", "H", "H", "H", "H", "H", "H", "O", "P", "C", "P", "O", "C", "C", "C", "C", "C", "C", "C", "C", "C", "C", "C", "C", "C", "C", "C", "C", "C", "C", "C", "C", "C", "C", "C", "C", "H", "H", "H", "H", "H", "H", "H", "H", "H", "H", "H", "H", "H", "H", "H", "H", "H", "H", "H", "H", "H", "H", "O", "C", "O", "C", "C", "C", "C", "C", "N", "H", "H", "H", "H", "O", "C"],
  "positions_angstrom": [[0.169, -1.089, -0.239], [-0.682, -1.911, 8.463], [-0.595, -1.704, 6.977], [0.529, -1.124, 6.399], [0.598, -0.916, 5.029], [-0.469, -1.298, 4.235], [-1.591, -1.900, 4.783], [-1.649, -2.095, 6.150], [-0.459, -0.999, 2.451], [-1.298, -2.076, 1.858], [-1.392, 0.559, 2.578], [-0.619, 1.644, 3.052], [-1.124, 2.905, 3.067], [-2.436, 3.154, 2.597], [-2.958, 4.464, 2.517], [-4.215, 4.684, 2.028], [-5.020, 3.599, 1.631], [-4.553, 2.318, 1.729], [-3.242, 2.062, 2.192], [-2.697, 0.737, 2.199], [-3.595, -0.393, 1.850], [-4.594, -0.784, 2.786], [-4.707, -0.174, 4.061], [-5.652, -0.592, 4.953], [-6.538, -1.636, 4.620], [-6.457, -2.240, 3.398], [-5.483, -1.839, 2.453], [-5.357, -2.484, 1.204], [-4.367, -2.127, 0.336], [-3.497, -1.077, 0.665], [-2.196, -0.742, -0.556], [-2.461, -1.710, -1.632], [-2.823, 0.843, -1.152], [-4.078, 0.840, -1.744], [-4.600, 2.023, -2.235], [-3.883, 3.215, -2.145], [-4.446, 4.488, -2.710], [-2.630, 3.196, -1.540], [-2.097, 2.019, -1.038], [0.241, -1.614, 8.958], [-0.874, -2.959, 8.694], [-1.502, -1.326, 8.882], [1.365, -0.835, 7.024], [1.478, -0.465, 4.589], [-2.396, -2.215, 4.129], [-2.528, -2.560, 6.581], [0.380, 1.449, 3.424], [-0.524, 3.732, 3.425], [-2.339, 5.292, 2.841], [-4.602, 5.692, 1.950], [-6.015, 3.783, 1.246], [-5.177, 1.487, 1.429], [-4.024, 0.624, 4.325], [-5.723, -0.123, 5.926], [-7.276, -1.962, 5.342], [-7.126, -3.052, 3.140], [-6.045, -3.282, 0.954], [-4.218, -2.632, -0.610], [-4.631, -0.088, -1.825], [-5.583, 2.027, -2.691], [-5.524, 4.418, -2.845], [-4.000, 4.691, -3.686], [-4.227, 5.338, -2.061], [-2.065, 4.116, -1.442], [-1.128, 2.028, -0.558], [2.382, -1.345, -0.632], [3.360, -1.593, -1.736], [2.464, -2.011, -3.282], [1.028, -0.891, -3.520], [0.069, -1.041, -2.378], [1.602, 0.792, -3.764], [0.889, 1.809, -3.139], [1.265, 3.130, -3.332], [2.334, 3.427, -4.164], [3.029, 2.411, -4.811], [2.663, 1.092, -4.618], [0.329, -1.412, -5.101], [0.067, -2.760, -5.335], [-0.394, -3.167, -6.575], [-0.593, -2.233, -7.583], [-0.359, -0.887, -7.346], [0.103, -0.474, -6.105], [4.414, -3.015, -1.385], [4.836, -3.152, -0.064], [5.634, -4.223, 0.301], [6.012, -5.160, -0.651], [5.612, -5.013, -1.971], [4.817, -3.939, -2.343], [4.502, -0.216, -1.976], [4.191, 1.017, -1.419], [5.087, 2.068, -1.517], [6.295, 1.883, -2.173], [6.607, 0.653, -2.737], [5.714, -0.402, -2.637], [2.035, -3.001, -3.105], [3.101, -2.033, -4.167], [0.052, 1.559, -2.500], [0.725, 3.921, -2.831], [2.629, 4.458, -4.313], [3.861, 2.648, -5.461], [3.195, 0.300, -5.131], [0.214, -3.490, -4.547], [-0.593, -4.213, -6.767], [-0.933, -2.556, -8.558], [-0.528, -0.161, -8.129], [0.291, 0.576, -5.918], [4.520, -2.417, 0.667], [5.961, -4.330, 1.326], [6.615, -6.011, -0.364], [5.914, -5.739, -2.714], [4.508, -3.830, -3.376], [3.242, 1.145, -0.928], [4.832, 3.027, -1.084], [7.002, 2.700, -2.244], [7.554, 0.512, -3.240], [5.956, -1.371, -3.059], [1.143, 2.837, 0.076], [1.293, 1.668, 0.393], [0.450, 0.735, 0.065], [2.563, 1.314, 1.174], [3.462, 2.331, 1.480], [4.618, 2.011, 2.170], [4.842, 0.688, 2.521], [3.891, -0.257, 2.166], [2.778, 0.050, 1.508], [3.221, 3.342, 1.182], [5.334, 2.776, 2.438], [5.728, 0.401, 3.071], [4.011, -1.305, 2.426], [-0.176, -4.082, -0.341], [-0.042, -2.955, -0.305]],
  "lowdin_spin": [0.964, 0.000, 0.000, 0.000, 0.000, 0.004, 0.000, 0.000, 0.012, -0.004, 0.001, 0.000, 0.001, 0.000, 0.000, 0.000, 0.000, 0.000, 0.000, 0.000, 0.000, 0.000, 0.000, 0.000, 0.000, 0.000, 0.000, 0.000, 0.000, -0.001, 0.001, -0.006, 0.001, 0.000, 0.000, 0.000, 0.000, 0.000, 0.000, 0.000, 0.000, 0.000, 0.000, 0.000, 0.000, 0.000, 0.000, 0.000, 0.000, 0.000, 0.000, 0.000, 0.000, 0.000, 0.000, 0.000, 0.000, 0.000, 0.000, 0.000, 0.000, 0.000, 0.000, 0.000, 0.000, 0.004, 0.001, 0.001, 0.003, 0.018, 0.000, 0.000, 0.000, 0.000, 0.000, 0.000, 0.000, 0.000, 0.000, 0.000, 0.000, 0.000, 0.000, 0.000, 0.000, 0.000, 0.000, 0.000, 0.000, 0.000, 0.000, 0.000, 0.000, 0.000, 0.000, 0.000, 0.000, 0.000, 0.000, 0.000, 0.000, 0.000, 0.000, 0.000, 0.000, 0.000, 0.000, 0.000, 0.000, 0.000, 0.000, 0.000, 0.000, 0.000, 0.000, 0.000, 0.012, 0.004, 0.012, 0.000, 0.000, 0.000, 0.000, 0.000, 0.002, 0.000, 0.000, 0.000, 0.000, -0.009, -0.023]
}

[3]
{
  "formula": "C29H28N3",
  "method": "ωB97M-V/def2-TZVPD",
  "total_charge": 1,
  "multiplicity": 1,
  "homo_energy_ev": -8.80,
  "e_above_lowest_ev": 0.903,
  "homo_lumo_gap_ev": 3.69,
  "lumo_ev": -5.11,
  "symbols": ["C", "N", "C", "H", "C", "C", "C", "C", "C", "C", "N", "C", "C", "C", "C", "C", "C", "C", "H", "H", "H", "H", "H", "H", "H", "H", "H", "H", "H", "H", "H", "H", "H", "C", "C", "N", "C", "C", "C", "C", "C", "C", "C", "C", "C", "C", "C", "C", "H", "H", "H", "H", "H", "H", "H", "H", "H", "H", "H", "H"],
  "positions_angstrom": [[-2.155, 2.909, 1.555], [-1.795, 2.394, 0.240], [-1.638, 0.943, -0.023], [-0.782, 0.568, 0.546], [-2.871, 0.161, 0.303], [-4.085, 0.449, -0.299], [-5.212, -0.286, 0.017], [-5.133, -1.313, 0.938], [-3.924, -1.603, 1.541], [-2.799, -0.869, 1.225], [-1.305, 0.913, -1.466], [-1.078, -0.337, -2.180], [-1.366, 2.219, -2.010], [-1.667, 3.125, -0.966], [-1.801, 4.476, -1.231], [-1.634, 4.921, -2.533], [-1.338, 4.033, -3.556], [-1.202, 2.677, -3.304], [-2.249, 3.991, 1.535], [-3.101, 2.478, 1.874], [-1.389, 2.638, 2.280], [-4.137, 1.252, -1.015], [-6.156, -0.059, -0.454], [-6.013, -1.888, 1.186], [-3.856, -2.403, 2.261], [-1.852, -1.087, 1.689], [-0.875, -0.153, -3.232], [-0.227, -0.861, -1.746], [-1.956, -0.974, -2.097], [-2.037, 5.159, -0.435], [-1.735, 5.971, -2.753], [-1.212, 4.403, -4.560], [-0.979, 1.984, -4.096], [1.866, 1.083, 2.393], [1.919, -0.380, 2.486], [2.481, -1.165, 1.543], [2.542, -2.590, 1.641], [2.081, -3.460, 2.626], [2.272, -4.817, 2.467], [2.918, -5.325, 1.339], [3.382, -4.482, 0.356], [3.195, -3.105, 0.505], [3.557, -1.990, -0.330], [3.117, -0.812, 0.310], [3.350, 0.418, -0.302], [4.005, 0.461, -1.515], [4.438, -0.708, -2.140], [4.220, -1.935, -1.558], [1.366, 1.538, 3.251], [2.874, 1.497, 2.340], [1.327, 1.389, 1.496], [1.505, -0.873, 3.347], [1.585, -3.071, 3.497], [1.917, -5.496, 3.225], [3.054, -6.389, 1.238], [3.883, -4.859, -0.518], [3.021, 1.326, 0.168], [4.188, 1.412, -1.987], [4.949, -0.649, -3.086], [4.548, -2.846, -2.027]],
  "lowdin_charge": [-0.023, -0.069, -0.227, 0.121, -0.202, -0.015, -0.062, -0.079, -0.080, -0.048, -0.067, -0.023, -0.163, -0.163, -0.036, -0.108, -0.109, -0.037, 0.084, 0.087, 0.070, 0.126, 0.109, 0.108, 0.103, 0.095, 0.083, 0.073, 0.086, 0.097, 0.099, 0.099, 0.096, -0.021, 0.066, 0.091, -0.119, 0.004, -0.048, -0.043, 0.016, -0.090, -0.088, -0.099, 0.009, -0.041, -0.038, 0.018, 0.101, 0.112, 0.090, 0.139, 0.109, 0.116, 0.117, 0.121, 0.094, 0.119, 0.118, 0.122]
}

[4]
{
  "formula": "C20H47N6O7Y",
  "method": "ωB97M-V/def2-TZVPD",
  "total_charge": 1,
  "multiplicity": 2,
  "homo_energy_ev": [-9.06, -10.66],
  "s2": 0.750,
  "homo_lumo_gap_ev": [5.86, 7.12],
  "lumo_ev": [-3.20, -3.54],
  "symbols": ["Y", "C", "C", "O", "H", "H", "H", "H", "H", "C", "O", "N", "C", "C", "H", "H", "H", "H", "H", "H", "H", "C", "O", "N", "C", "C", "H", "H", "H", "H", "H", "H", "H", "C", "O", "N", "C", "C", "H", "H", "H", "H", "H", "H", "H", "C", "O", "N", "C", "C", "H", "H", "H", "H", "H", "H", "H", "C", "O", "N", "C", "C", "H", "H", "H", "H", "H", "H", "H", "C", "O", "N", "C", "C", "H", "H", "H", "H", "H", "H", "H"],
  "positions_angstrom": [[16.647, 22.928, 9.765], [12.809, 24.118, 8.436], [13.840, 23.640, 7.471], [15.165, 23.487, 7.979], [11.792, 24.291, 8.084], [13.118, 25.054, 8.902], [12.843, 23.386, 9.243], [13.799, 24.351, 6.645], [13.497, 22.684, 7.075], [14.916, 19.797, 9.567], [15.395, 20.920, 9.497], [15.434, 18.778, 8.868], [14.818, 17.453, 8.850], [16.355, 18.915, 7.761], [13.989, 19.495, 10.079], [15.025, 16.850, 7.965], [13.739, 17.598, 8.900], [15.116, 16.858, 9.713], [16.509, 19.970, 7.532], [17.358, 18.507, 7.880], [15.825, 18.513, 6.897], [13.726, 23.445, 11.759], [14.742, 23.115, 11.160], [13.087, 22.618, 12.530], [11.839, 23.104, 13.149], [13.400, 21.221, 12.707], [13.352, 24.481, 11.742], [11.749, 24.190, 13.188], [11.732, 22.647, 14.133], [10.931, 22.814, 12.620], [14.334, 20.965, 12.207], [13.514, 20.968, 13.761], [12.607, 20.687, 12.183], [13.343, 23.628, 2.150], [12.938, 22.751, 2.896], [14.410, 24.374, 2.479], [15.047, 25.349, 1.610], [15.168, 24.211, 3.773], [12.949, 23.761, 1.130], [16.133, 25.385, 1.522], [14.722, 26.356, 1.873], [14.822, 25.080, 0.578], [16.168, 23.919, 3.456], [15.228, 25.010, 4.512], [15.013, 23.338, 4.407], [9.255, 25.528, 4.030], [8.085, 25.599, 3.689], [9.731, 25.059, 5.196], [8.951, 24.385, 6.272], [11.134, 25.275, 5.545], [9.984, 25.950, 3.321], [9.237, 23.359, 6.504], [7.928, 24.364, 5.897], [8.973, 25.074, 7.117], [11.445, 25.612, 6.533], [11.791, 24.444, 5.288], [11.439, 26.193, 5.043], [11.979, 27.376, 9.372], [10.990, 26.689, 9.533], [12.776, 27.787, 10.340], [12.704, 27.278, 11.758], [13.746, 28.868, 10.206], [12.307, 27.899, 8.460], [13.354, 26.433, 11.984], [11.717, 26.886, 12.003], [13.107, 27.947, 12.519], [14.705, 28.468, 10.536], [13.916, 29.209, 9.185], [13.474, 29.695, 10.861], [12.151, 17.486, 6.490], [11.916, 16.271, 6.539], [13.181, 18.023, 5.736], [13.371, 19.509, 5.613], [13.987, 17.200, 4.791], [11.589, 18.230, 7.076], [12.560, 20.094, 6.047], [13.358, 19.840, 4.574], [14.268, 19.854, 6.128], [13.795, 17.548, 3.776], [15.051, 17.271, 5.017], [13.776, 16.130, 4.798]],
  "lowdin_spin": [0.755, 0.001, 0.003, 0.057, 0.000, 0.000, 0.000, 0.000, 0.000, 0.007, 0.077, 0.000, 0.000, 0.004, 0.001, 0.000, 0.000, 0.000, 0.005, 0.000, 0.000, 0.005, 0.077, 0.001, 0.000, 0.001, 0.000, 0.000, 0.000, 0.000, 0.001, 0.000, 0.000, 0.000, 0.000, 0.000, 0.000, 0.000, 0.000, 0.000, 0.000, 0.000, 0.000, 0.000, 0.000, 0.000, 0.000, 0.000, 0.000, 0.000, 0.000, 0.000, 0.000, 0.000, 0.000, 0.000, 0.000, 0.000, 0.000, 0.000, 0.000, 0.000, 0.000, 0.000, 0.000, 0.000, 0.000, 0.000, 0.000, 0.000, 0.000, 0.000, 0.000, 0.000, 0.000, 0.000, 0.000, 0.000, 0.000, 0.000, 0.000]
}

| no. | strongest force on any atom (eV Å⁻¹) | DFT total energy (Ha) |
| --- | --- | --- |
| 1 | 5.6 | -542.66082 |
| 2 | 3.0 | -5550.72440 |
| 3 | 3.3 | -1285.89719 |
| 4 | 5.3 | -1683.47525 |